Record 1
{
  "formula": "C4H9NO",
  "method": "wB97M-V/def2-TZVPD",
  "energy_ha": -287.809908,
  "smiles": "CC(=O)N(C)C",
  "de_lowest_kj_mol": 59.19,
  "largest_force_ha_per_bohr": 0.005,
  "mol_weight_g_mol": 87.1,
  "orbital_gap_ha": 0.3699,
  "symbols": ["C", "N", "C", "C", "O", "C", "H", "H", "H", "H", "H", "H", "H", "H", "H"],
  "xyz": [[-0.840, 1.189, -0.185], [-0.426, -0.180, 0.039], [-1.464, -1.187, -0.049], [0.876, -0.608, -0.036], [1.151, -1.771, -0.283], [1.970, 0.391, 0.300], [-1.531, 1.525, 0.598], [0.021, 1.858, -0.200], [-1.353, 1.281, -1.154], [-1.773, -1.381, -1.084], [-2.335, -0.851, 0.525], [-1.082, -2.116, 0.374], [2.794, -0.193, 0.712], [1.655, 1.136, 1.035], [2.338, 0.907, -0.592]]
}


Record 2
{
  "formula": "C25H17ClN2O3",
  "method": "wB97M-V/def2-TZVPD",
  "energy_ha": -1758.288873,
  "smiles": "O=C(c1ccccc1Cl)N1N=C(c2cc3ccccc3oc2=O)C[C@@H]1c1ccccc1",
  "largest_force_ha_per_bohr": 0.080,
  "mol_weight_g_mol": 428.9,
  "orbital_gap_ha": 0.2816,
  "symbols": ["O", "O", "Cl", "N", "O", "C", "C", "C", "C", "C", "C", "C", "C", "C", "C", "C", "C", "C", "C", "C", "C", "C", "C", "C", "C", "C", "C", "C", "N", "C", "C", "H", "H", "H", "H", "H", "H", "H", "H", "H", "H", "H", "H", "H", "H", "H", "H", "H"],
  "xyz": [[-3.962, 0.607, -0.186], [2.144, 1.701, 2.961], [0.738, -1.932, 3.495], [-0.120, -0.171, 1.004], [-4.281, -1.383, -1.149], [-3.518, -0.470, -0.574], [1.668, 0.737, 2.363], [-1.298, 0.191, 0.548], [-2.067, -0.674, -0.372], [-1.440, -1.638, -1.098], [1.839, 5.015, -0.553], [4.088, -2.550, 1.362], [-3.898, -4.152, -3.522], [4.400, -1.280, 0.876], [-2.488, -4.297, -3.510], [1.687, 5.185, 0.822], [1.340, 3.919, -1.220], [2.959, -2.742, 2.182], [-4.483, -3.209, -2.706], [3.656, -0.155, 1.274], [-1.691, -3.425, -2.787], [0.889, 4.271, 1.524], [0.626, 2.963, -0.527], [2.182, -1.655, 2.511], [-3.674, -2.340, -1.930], [2.526, -0.385, 2.036], [-2.284, -2.435, -1.995], [0.378, 3.138, 0.848], [0.419, 0.849, 1.711], [-1.633, 1.590, 1.005], [-0.343, 2.082, 1.658], [-0.375, -1.825, -1.090], [2.452, 5.726, -1.124], [4.729, -3.395, 1.035], [-4.526, -4.799, -4.115], [5.228, -1.095, 0.212], [-2.055, -5.052, -4.166], [2.224, 6.019, 1.357], [1.453, 3.814, -2.311], [2.656, -3.704, 2.565], [-5.556, -3.077, -2.617], [3.932, 0.843, 0.880], [-0.586, -3.516, -2.787], [0.746, 4.368, 2.583], [0.247, 2.121, -1.092], [-1.958, 2.224, 0.228], [-2.435, 1.538, 1.721], [-0.536, 2.453, 2.672]]
}


Record 3
{
  "formula": "C4H6O2V",
  "method": "wB97M-V/def2-TZVPD",
  "energy_ha": -1250.024673,
  "de_lowest_kj_mol": 134.49,
  "spin_multiplicity": 5,
  "largest_force_ha_per_bohr": 0.059,
  "mol_weight_g_mol": 137.0,
  "orbital_gap_ha": [0.2508, 0.2806],
  "total_charge": 1,
  "symbols": ["O", "C", "C", "C", "C", "H", "H", "H", "H", "H", "H", "O", "V"],
  "xyz": [[-2.409, 1.074, 0.099], [-1.208, 0.545, -0.422], [-0.578, -0.338, 0.650], [0.583, -1.102, 0.176], [1.779, -1.170, -0.316], [-2.834, 1.622, -0.566], [-0.507, 1.353, -0.691], [-1.399, -0.054, -1.328], [-1.338, -1.040, 1.031], [-0.286, 0.283, 1.516], [2.360, -2.089, -0.457], [2.768, 0.069, -0.613], [3.071, 0.849, 0.920]]
}


Record 4
{
  "formula": "C4H4N2",
  "method": "wB97M-V/def2-TZVPD",
  "energy_ha": -264.195961,
  "de_lowest_kj_mol": 342.55,
  "largest_force_ha_per_bohr": 0.025,
  "mol_weight_g_mol": 80.1,
  "orbital_gap_ha": 0.3140,
  "symbols": ["C", "C", "N", "N", "C", "C", "H", "H", "H", "H"],
  "xyz": [[0.609, 0.606, -0.158], [1.896, 0.788, -0.107], [-0.349, -2.691, 0.194], [-0.936, -1.716, 0.220], [-1.510, -0.552, 0.238], [-0.697, 0.617, -0.056], [2.186, 1.496, 0.656], [2.607, 0.446, -0.855], [-2.583, -0.537, 0.146], [-1.223, 1.543, -0.279]]
}


Record 5
{
  "formula": "C16H32As3CoF18O12",
  "method": "wB97M-V/def2-TZVPD",
  "energy_ha": -11420.021618,
  "spin_multiplicity": 4,
  "largest_force_ha_per_bohr": 0.028,
  "mol_weight_g_mol": 1042.1,
  "orbital_gap_ha": [0.4188, 0.4000],
  "total_charge": -1,
  "symbols": ["Co", "As", "F", "F", "F", "F", "F", "F", "As", "F", "F", "F", "F", "F", "F", "As", "F", "F", "F", "F", "F", "F", "C", "C", "O", "C", "O", "O", "C", "H", "H", "H", "H", "H", "H", "H", "H", "C", "C", "O", "C", "O", "O", "C", "H", "H", "H", "H", "H", "H", "H", "H", "C", "C", "O", "C", "O", "O", "C", "H", "H", "H", "H", "H", "H", "H", "H", "C", "C", "O", "C", "O", "O", "C", "H", "H", "H", "H", "H", "H", "H", "H"],
  "xyz": [[-11.858, 17.814, 17.934], [-11.753, 14.004, 17.900], [-10.063, 14.113, 17.519], [-11.673, 12.279, 17.886], [-13.426, 13.954, 18.197], [-11.803, 15.794, 17.915], [-12.071, 14.080, 16.201], [-11.377, 14.061, 19.568], [-14.939, 16.969, 20.402], [-13.742, 17.319, 19.123], [-15.483, 15.608, 19.518], [-16.115, 16.710, 21.623], [-14.399, 18.399, 21.249], [-16.050, 17.959, 19.491], [-13.739, 16.073, 21.225], [-11.198, 20.966, 15.605], [-11.658, 19.630, 16.656], [-10.852, 21.894, 17.020], [-10.797, 22.277, 14.563], [-11.517, 19.941, 14.246], [-12.846, 21.500, 15.636], [-9.568, 20.391, 15.639], [-11.207, 21.749, 22.643], [-12.283, 21.811, 21.589], [-11.836, 21.048, 20.469], [-12.753, 20.543, 19.637], [-12.547, 19.543, 19.013], [-13.828, 21.300, 19.571], [-14.862, 20.895, 18.655], [-11.427, 22.501, 23.407], [-10.208, 21.921, 22.251], [-11.234, 20.796, 23.174], [-12.446, 22.852, 21.300], [-13.219, 21.438, 22.000], [-15.770, 20.764, 19.234], [-14.605, 19.985, 18.125], [-15.000, 21.682, 17.913], [-6.750, 14.937, 18.514], [-6.979, 16.436, 18.620], [-8.271, 16.617, 19.225], [-8.905, 17.761, 19.127], [-10.095, 17.824, 18.953], [-8.158, 18.834, 19.313], [-8.865, 20.059, 19.556], [-7.645, 14.498, 18.071], [-6.602, 14.535, 19.514], [-5.878, 14.751, 17.890], [-6.946, 16.964, 17.673], [-6.211, 16.863, 19.275], [-8.162, 20.757, 19.999], [-9.775, 19.920, 20.131], [-9.154, 20.505, 18.596], [-6.104, 17.178, 14.715], [-7.516, 16.920, 14.285], [-8.357, 16.815, 15.435], [-9.668, 16.984, 15.307], [-10.400, 17.179, 16.231], [-10.060, 16.838, 14.047], [-11.457, 16.838, 13.826], [-5.598, 16.339, 15.196], [-6.039, 18.029, 15.395], [-5.514, 17.412, 13.826], [-7.635, 16.009, 13.696], [-7.856, 17.734, 13.642], [-11.707, 17.166, 12.817], [-11.945, 17.546, 14.496], [-11.871, 15.838, 13.960], [-16.116, 19.422, 13.967], [-14.963, 18.949, 14.816], [-15.343, 17.668, 15.422], [-14.382, 17.104, 16.130], [-13.369, 17.680, 16.460], [-14.602, 15.866, 16.476], [-15.714, 15.134, 15.990], [-16.024, 20.504, 13.834], [-17.093, 19.196, 14.382], [-16.021, 19.047, 12.944], [-14.772, 19.636, 15.635], [-14.065, 18.775, 14.232], [-16.639, 15.553, 16.383], [-15.649, 14.118, 16.375], [-15.700, 15.049, 14.903]]
}


Record 6
{
  "formula": "C3H3NOS",
  "method": "wB97M-V/def2-TZVPD",
  "energy_ha": -644.241921,
  "smiles": "Sc1cocn1",
  "de_lowest_kj_mol": 118.17,
  "largest_force_ha_per_bohr": 0.084,
  "mol_weight_g_mol": 101.1,
  "orbital_gap_ha": 0.3598,
  "symbols": ["C", "C", "C", "H", "H", "H", "N", "O", "S"],
  "xyz": [[-0.548, -0.407, 0.266], [0.481, -1.091, -0.251], [0.933, 1.061, -0.453], [-1.927, 0.440, 1.520], [0.704, -2.012, -0.570], [1.312, 2.038, -0.745], [-0.243, 0.974, 0.154], [1.455, -0.125, -0.777], [-2.167, -0.877, 0.857]]
}


Record 7
{
  "formula": "C6H12N2O",
  "method": "wB97M-V/def2-TZVPD",
  "energy_ha": -420.534384,
  "smiles": "Cc1c[nH]cn1.CCO",
  "de_lowest_kj_mol": 129.99,
  "largest_force_ha_per_bohr": 0.049,
  "mol_weight_g_mol": 128.2,
  "orbital_gap_ha": 0.3494,
  "symbols": ["C", "C", "O", "H", "H", "H", "H", "H", "H", "C", "C", "C", "C", "N", "N", "H", "H", "H", "H", "H", "H"],
  "xyz": [[-1.439, 1.042, 3.229], [-2.335, 0.715, 2.048], [-0.087, 1.052, 2.839], [-1.633, 2.048, 3.566], [-1.533, 0.375, 4.093], [-3.129, -0.012, 2.223], [0.160, 0.305, 2.268], [-1.875, 0.561, 1.077], [-3.080, 1.517, 1.936], [0.573, 0.934, -2.717], [1.449, -1.621, -0.399], [1.125, -0.185, -1.927], [1.836, -1.220, -2.534], [0.872, -0.490, -0.614], [2.142, -2.090, -1.489], [1.272, -2.291, 0.447], [2.350, -3.061, -1.654], [2.328, -1.229, -3.493], [0.778, 1.962, -2.429], [-0.517, 0.881, -2.698], [0.744, 0.808, -3.774]]
}


Record 8
{
  "formula": "C11H15NO",
  "method": "wB97M-V/def2-TZVPD",
  "energy_ha": -558.025377,
  "smiles": "CN[C@@H]1CCc2cc(OC)ccc21",
  "de_lowest_kj_mol": 316.28,
  "largest_force_ha_per_bohr": 0.109,
  "mol_weight_g_mol": 177.2,
  "orbital_gap_ha": 0.3283,
  "symbols": ["C", "C", "C", "C", "C", "C", "C", "C", "C", "C", "C", "H", "H", "H", "H", "H", "H", "H", "H", "H", "H", "H", "H", "H", "H", "H", "N", "O"],
  "xyz": [[0.323, 3.407, -0.881], [0.399, 1.111, -1.761], [-0.655, 0.112, -2.438], [-1.318, -0.652, -1.320], [-0.424, -0.518, -0.121], [-0.530, -1.335, 0.950], [0.531, -1.175, 1.866], [-0.405, -3.221, 2.896], [1.562, -0.264, 1.668], [1.751, 0.606, 0.489], [0.714, 0.392, -0.464], [0.012, 4.535, -1.198], [0.197, 3.293, 0.346], [1.369, 3.298, -1.245], [-1.344, 2.192, -1.415], [1.277, 1.329, -2.398], [-0.127, -0.560, -3.046], [-1.411, 0.507, -3.063], [-1.476, -1.732, -1.559], [-2.334, -0.156, -1.121], [-1.537, -1.858, 1.077], [-1.380, -2.887, 3.227], [-0.538, -3.705, 1.760], [0.060, -3.978, 3.679], [2.435, -0.195, 2.297], [2.642, 1.217, 0.554], [-0.287, 2.328, -1.688], [0.496, -2.091, 2.911]]
}